Record 1
Here is the molecule C6H13NOS2 from the OMol25 dataset. Energies are from the ωB97M-V functional and the def2-TZVPD basis.

Computed properties:
Molecular weight ... 179.31 g mol⁻¹
Orbital gap ... 6.24 eV

```
23
C6H13NOS2 | the OMol25 dataset | the ωB97M-V functional and the def2-TZVPD basis
C -1.294 -0.310 0.864
N -0.636 -0.329 -0.467
C -0.417 1.072 -0.921
C -1.536 -0.993 -1.432
C 0.644 -1.047 -0.320
C 1.672 -0.598 0.753
O 2.115 0.727 0.441
C 1.775 1.753 1.246
S 2.032 3.278 0.640
S 0.934 1.637 2.784
H -0.664 0.057 1.687
H -1.549 -1.330 1.143
H -2.212 0.282 0.853
H 0.427 1.104 -1.639
H -1.308 1.460 -1.393
H -0.146 1.725 -0.074
H -0.922 -1.265 -2.324
H -2.322 -0.325 -1.799
H -2.038 -1.900 -1.078
H 1.155 -0.986 -1.300
H 0.456 -2.098 -0.135
H 1.281 -0.657 1.785
H 2.552 -1.258 0.687
```


Record 2
Here is the molecule C6H13NOSi from the OMol25 dataset. Energies are from the ωB97M-V functional and the def2-TZVPD basis.

Computed properties:
Molecular weight ... 143.26 g mol⁻¹
Orbital gap ... 9.98 eV

```
22
C6H13NOSi | the OMol25 dataset | the ωB97M-V functional and the def2-TZVPD basis
C 1.928 1.564 0.253
Si 1.016 -0.054 -0.181
C 1.631 -0.710 -1.952
C 1.212 -1.541 1.109
C -0.931 0.328 -0.154
N -1.483 0.910 -1.125
O -2.825 1.025 -0.974
C -3.207 0.426 0.276
C -1.878 0.008 1.030
H 3.076 1.578 0.141
H 1.619 2.424 -0.423
H 1.728 1.773 1.327
H 2.121 0.192 -2.479
H 2.414 -1.500 -2.040
H 0.750 -0.899 -2.687
H 2.142 -1.432 1.665
H 0.246 -1.822 1.649
H 1.409 -2.423 0.433
H -3.957 -0.370 0.161
H -3.691 1.144 0.826
H -1.795 -1.066 1.204
H -1.528 0.447 1.942
```


Record 3
Here is the molecule C6H13NS from the OMol25 dataset. Energies are from the ωB97M-V functional and the def2-TZVPD basis.

Computed properties:
Molecular weight ... 131.24 g mol⁻¹
Orbital gap ... 9.78 eV

```
21
C6H13NS | the OMol25 dataset | the ωB97M-V functional and the def2-TZVPD basis
C 1.501 0.014 -1.992
C 0.660 0.404 -0.739
C 1.146 1.826 -0.136
N 1.017 2.068 1.244
S 0.720 -1.013 0.542
C -0.966 -1.553 0.164
C -1.690 -1.917 1.389
C -2.167 -0.741 0.624
H 1.478 0.798 -2.838
H 2.525 -0.203 -1.510
H 1.174 -0.945 -2.289
H -0.304 0.642 -1.036
H 2.233 1.873 -0.368
H 0.722 2.719 -0.597
H 0.058 1.987 1.599
H 1.450 1.276 1.817
H -1.005 -1.980 -0.837
H -1.060 -1.936 2.219
H -2.387 -2.660 1.590
H -3.180 -0.975 0.276
H -1.925 0.316 0.878
```


Record 4
Here is a structure of composition C6H13NS from the OMol25 dataset. Energies are from the ωB97M-V functional and the def2-TZVPD basis.

Computed properties:
Molecular weight ... 131.24 g mol⁻¹
Orbital gap ... 8.19 eV

```
21
C6H13NS | the OMol25 dataset | the ωB97M-V functional and the def2-TZVPD basis
C 0.384 0.595 -0.069
C -0.360 -0.681 -0.160
C -0.466 1.828 -0.111
C 1.544 0.742 -1.109
C -1.857 -0.809 0.113
C 0.477 -1.904 -0.453
N 0.802 0.045 1.239
S 0.062 0.749 2.533
H -1.027 1.861 -1.022
H 0.053 2.765 0.018
H -1.166 1.805 0.639
H 2.412 1.244 -0.656
H 1.232 1.248 -1.934
H 1.831 -0.193 -1.201
H -2.399 -0.631 -0.849
H -2.191 -0.183 0.942
H -2.213 -1.743 0.487
H -0.018 -2.847 -0.421
H 1.374 -1.843 0.088
H 0.964 -1.913 -1.489
H 0.562 -0.135 3.414
```


Record 5
Here is the molecule C6H13NS from the OMol25 dataset. Energies are from the ωB97M-V functional and the def2-TZVPD basis.

Computed properties:
Molecular weight ... 131.24 g mol⁻¹
Orbital gap ... 8.90 eV

```
21
C6H13NS | the OMol25 dataset | the ωB97M-V functional and the def2-TZVPD basis
C 1.937 2.451 1.241
C 1.128 1.209 1.209
C 0.643 0.559 0.129
C -0.166 -0.669 0.469
N -1.547 -0.618 0.058
C -2.224 -1.870 0.272
S 0.801 1.113 -1.559
C 0.344 -0.384 -2.506
H 2.869 2.205 1.849
H 2.162 2.821 0.225
H 1.390 3.240 1.813
H 0.834 0.809 2.153
H 0.303 -1.531 -0.014
H -0.064 -0.780 1.546
H -2.056 0.159 0.444
H -1.494 -2.650 0.018
H -3.063 -1.984 -0.531
H -2.641 -2.008 1.345
H -0.604 -0.803 -2.181
H 0.316 -0.053 -3.538
H 1.132 -1.217 -2.443
```


Record 6
Here is a cluster of 2 separate species, C6H13NSi in total from the OMol25 dataset. Energies are from the ωB97M-V functional and the def2-TZVPD basis.

Computed properties:
Molecular weight ... 127.26 g mol⁻¹
Orbital gap ... 7.69 eV

```
21
C6H13NSi | the OMol25 dataset | the ωB97M-V functional and the def2-TZVPD basis
C 2.420 0.199 0.865
C 1.522 2.130 -0.496
C -0.660 -2.250 -1.044
C -0.848 -0.998 1.963
C -1.854 0.839 -0.793
C 1.819 0.618 -0.331
N 2.900 -0.038 1.908
Si -0.795 -0.561 -0.002
H 1.513 2.455 -1.572
H 0.506 2.394 -0.206
H 2.200 2.742 0.020
H -1.491 -2.229 -1.778
H 0.232 -2.354 -1.595
H -0.637 -3.110 -0.352
H -1.597 -1.835 2.086
H 0.088 -1.367 2.523
H -1.101 -0.090 2.553
H -1.794 0.927 -1.832
H -2.873 0.738 -0.453
H -1.421 1.764 -0.297
H 1.870 0.026 -1.168
```


Record 7
Here is a cluster of 2 separate species, C6H13NSi in total from the OMol25 dataset. Energies are from the ωB97M-V functional and the def2-TZVPD basis.

Computed properties:
Molecular weight ... 127.26 g mol⁻¹
Orbital gap (alpha / beta) ... 7.25 / 6.95 eV

```
21
C6H13NSi | the OMol25 dataset | the ωB97M-V functional and the def2-TZVPD basis
C -0.569 -2.724 0.516
C 3.825 0.919 0.325
C 0.367 -2.108 -0.189
C 2.946 0.776 -0.635
C -2.001 1.457 -0.820
C -1.751 0.509 1.270
N -1.233 0.590 -0.050
Si 0.084 -0.359 -0.644
H -0.507 -3.863 0.618
H -1.477 -2.277 0.717
H 4.639 1.501 0.040
H 3.815 0.611 1.367
H 1.317 -2.524 -0.604
H 2.851 1.138 -1.591
H -1.878 2.485 -0.458
H -1.813 1.430 -1.926
H -3.101 1.151 -0.579
H -2.743 0.002 1.130
H -0.982 -0.123 1.842
H -1.768 1.437 1.790
H -0.021 -0.028 -2.119
```


Record 8
Here is a cluster of 2 separate species, C6H13O2 in total from the OMol25 dataset. Energies are from the ωB97M-V functional and the def2-TZVPD basis.

Computed properties:
Molecular weight ... 117.17 g mol⁻¹
Orbital gap ... 7.72 eV
Charge ... -1

```
21
C6H13O2 | the OMol25 dataset | the ωB97M-V functional and the def2-TZVPD basis
C 1.021 -0.713 0.886
C 1.024 -0.752 -0.655
C 1.158 -2.089 1.525
C 2.051 0.285 1.463
H 0.041 -0.313 1.139
H 0.563 -1.692 -0.952
H 1.996 -2.654 1.099
H 1.296 -2.013 2.611
H 0.282 -2.722 1.395
H 2.301 -0.031 2.479
H 2.897 0.439 0.792
H 1.554 1.243 1.647
H 1.998 -0.499 -1.081
H 0.321 0.035 -0.950
C -3.176 1.696 -2.028
C -1.888 1.494 -1.198
O -1.887 0.555 -0.362
O -1.003 2.364 -1.345
H -3.981 1.808 -1.291
H -3.471 0.879 -2.680
H -3.098 2.678 -2.493
```


| no. | calculated total energy (Eh) | strongest force on any atom (Eh/bohr) |
| --- | --- | --- |
| 1 | -1162.693524 | 0.05459 |
| 2 | -655.828786 | 0.06092 |
| 3 | -689.261376 | 0.07502 |
| 4 | -689.224952 | 0.10379 |
| 5 | -689.304777 | 0.03967 |
| 6 | -580.563460 | 0.07576 |
| 7 | -580.456958 | 0.09263 |
| 8 | -386.940677 | 0.02635 |